1.
A structure of composition C25H19CoN5O4Se, computed with the ωB97M-V functional and the def2-TZVPD basis.

Cartesian coordinates (Å):
Co1 -0.5850 -0.1453 0.9677
O1 1.9874 -2.0104 -1.5562
C1 1.0922 -1.2849 -0.9090
O2 1.1007 -1.1156 0.2933
C2 0.0498 -0.6395 -1.7508
C3 -0.0031 -0.7797 -3.1247
C4 -1.0137 -0.1234 -3.8061
C5 -1.8978 0.6573 -3.0823
C6 -1.7655 0.7496 -1.7011
N1 -0.8166 0.0905 -1.0393
C7 -2.7574 1.5667 -0.8968
O3 -3.1910 2.6910 -1.5130
O4 -3.1831 1.2247 0.1595
H1 2.6150 -2.3751 -0.8987
H2 0.7283 -1.3966 -3.6253
H3 -1.1125 -0.2183 -4.8785
H4 -2.7157 1.1698 -3.5696
H5 -2.5408 3.0032 -2.1560
C8 -0.2332 4.8069 -1.2889
C9 0.6341 3.7343 -1.4554
C10 0.6240 2.6856 -0.5459
C11 -0.2591 2.7091 0.5263
C12 -1.1122 3.7891 0.7096
C13 -1.0977 4.8342 -0.2007
N2 -0.3117 1.5949 1.4127
N3 -0.0816 1.9461 2.6651
C14 -0.1611 0.8527 3.4427
C15 0.0835 0.9091 4.8302
C16 -0.0014 -0.2380 5.5635
C17 -0.3288 -1.4482 4.9203
C18 -0.5577 -1.4452 3.5724
N4 -0.4827 -0.3169 2.8285
H6 -0.2227 5.6277 -1.9947
H7 1.3314 3.7213 -2.2837
H8 1.3070 1.8504 -0.6478
H9 -1.7913 3.7805 1.5511
H10 -1.7721 5.6699 -0.0658
H11 0.3405 1.8632 5.2669
H12 0.1806 -0.2197 6.6302
H13 -0.4190 -2.3712 5.4750
H14 -0.8309 -2.3413 3.0328
Se1 3.6401 0.2660 1.9244
C19 3.6690 -1.5946 1.6903
C20 2.8950 -2.4120 2.5198
C21 2.8043 -3.7710 2.2726
C22 3.4953 -4.3332 1.2059
C23 4.2911 -3.5343 0.3896
C24 4.3810 -2.1706 0.6305
H15 2.3354 -1.9605 3.3292
H16 2.1797 -4.3921 2.9009
H17 3.4187 -5.3949 1.0114
H18 4.8426 -3.9767 -0.4306
H19 4.9887 -1.5358 -0.0023
N5 -2.0679 -2.8037 0.4565
C25 -1.5800 -1.7851 0.7119

As for the expectation value of S²: 0.764. The calculation puts the HOMO energy (spin up / spin down) at -0.2474 / -0.2478 Ha. The spin multiplicity is 2. The energy above the lowest of the compared OMol25 structures with the same formula, charge and spin is 0.0 kcal per mole. Its net charge is 0. The value obtained for the molar mass is 591.35 g mol⁻¹. For the LUMO energy (spin up / spin down), the calculation gives -1.02 / -2.07 eV.



2.
A structure of composition C28H44I2N3ReSSi, computed with the ωB97M-V functional and the def2-TZVPD basis.

Cartesian coordinates (Å):
Re1 0.0349 -0.2421 0.9814
C1 0.0124 -1.8017 -0.1346
Si1 0.7319 -2.6726 1.6566
C2 2.4483 -1.9283 1.6258
N1 2.2128 -0.5137 1.1458
C3 3.0328 -0.2980 -0.1048
C4 4.5302 -0.3000 0.1691
C5 4.8992 0.6639 1.3141
C6 3.6844 1.4762 1.7519
C7 2.5774 0.5335 2.1920
C8 -0.3419 -1.6545 2.8679
C9 0.2056 -1.0034 4.0065
C10 -0.5178 -0.8670 5.1782
C11 -1.7788 -1.4395 5.2767
C12 -2.3324 -2.1450 4.2050
C13 -1.6360 -2.2424 3.0222
C14 0.4183 -4.4600 1.5846
C15 -0.1697 -5.1569 2.6479
C16 -0.2809 -6.5359 2.5882
C17 0.1830 -7.2225 1.4732
C18 0.7699 -6.5411 0.4131
C19 0.8928 -5.1642 0.4665
H1 -0.9204 -2.2812 -0.4396
H2 0.8441 -2.0379 -0.8068
H3 3.0880 -2.4572 0.9182
H4 2.9729 -1.9514 2.5811
H5 2.7332 0.6490 -0.5407
H6 2.7593 -1.0818 -0.8112
H7 5.0118 -0.0018 -0.7629
H8 4.8912 -1.3073 0.3786
H9 5.7054 1.3294 1.0137
H10 5.2730 0.1025 2.1733
H11 3.3398 2.1454 0.9608
H12 3.9296 2.1093 2.6054
H13 1.6697 1.1019 2.4561
H14 2.9010 0.0099 3.0902
H15 1.2126 -0.6212 3.9789
H16 -0.0912 -0.3476 6.0257
H17 -2.3306 -1.3567 6.2050
H18 -3.3013 -2.6163 4.3068
H19 -2.0653 -2.8109 2.2033
H20 -0.5246 -4.6348 3.5286
H21 -0.7246 -7.0766 3.4130
H22 0.0908 -8.2997 1.4317
H23 1.1325 -7.0840 -0.4489
H24 1.3615 -4.6472 -0.3647
C20 -1.4335 7.0812 -4.2948
C21 -2.2083 6.2577 -3.2745
C22 -1.2947 5.3388 -2.4669
C23 -2.0890 4.5432 -1.4358
N2 -1.2524 3.6120 -0.6557
C24 -0.7916 2.4607 -1.0969
S1 0.4976 1.6914 -0.1403
N3 -1.1595 1.9458 -2.2491
C25 -0.4461 0.9053 -3.0238
C26 -1.3300 0.3118 -4.1198
C27 -2.0871 -0.9472 -3.6946
C28 -3.0065 -0.7476 -2.4960
H25 -2.1037 7.7259 -4.8597
H26 -0.9101 6.4405 -5.0066
H27 -0.6935 7.7166 -3.8069
H28 -2.9707 5.6583 -3.7825
H29 -2.7427 6.9232 -2.5910
H30 -0.5318 5.9283 -1.9525
H31 -0.7627 4.6598 -3.1428
H32 -2.8972 3.9758 -1.9063
H33 -2.5603 5.2093 -0.7147
H34 -0.9164 3.9240 0.2436
H35 -1.8322 2.4800 -2.7869
H36 -0.1232 0.1250 -2.3347
H37 0.4439 1.3690 -3.4529
H38 -0.6889 0.0764 -4.9690
H39 -2.0279 1.0736 -4.4849
H40 -1.3569 -1.7331 -3.4749
H41 -2.6656 -1.3093 -4.5447
H42 -2.4439 -0.4322 -1.6086
H43 -3.5354 -1.6675 -2.2466
H44 -3.7590 0.0155 -2.6989
I1 -2.6770 0.1339 1.4537
I2 -4.1784 1.9352 0.1929

As for the expectation value of S²: 0.764. The calculation puts the HOMO energy (spin up / spin down) at -0.6201 / -0.6202 Ha. The spin multiplicity is 2. The energy above the lowest of the compared OMol25 structures with the same formula, charge and spin is 0.0 kcal per mole. Its net charge is +3. The value obtained for the molar mass is 922.85 g mol⁻¹. For the LUMO energy (spin up / spin down), the calculation gives -10.44 / -10.21 eV.



3.
The ion C3H8NO2 with charge -1 in a non-equilibrium geometry, computed with the ωB97M-V functional and the def2-TZVPD basis.

Cartesian coordinates (Å):
O1 -0.2647 2.3785 -1.0564
C1 -0.4839 1.7666 0.0697
N1 -1.2301 0.3877 -0.2013
C2 -0.5123 -0.8450 0.1372
C3 0.9493 -0.9263 -0.3393
O2 1.8462 -1.4720 0.6607
H1 0.4010 1.5410 0.7229
H2 -1.2473 2.2693 0.7271
H3 -1.3089 0.5923 -1.1956
H4 -1.1291 -1.6050 -0.3366
H5 -0.5744 -0.8917 1.2362
H6 1.4176 -0.0008 -0.6661
H7 0.8480 -1.6185 -1.1864
H8 1.2887 -1.5762 1.4280

The calculation puts the HOMO energy at -0.0966 Ha. The spin multiplicity is 1. The energy above the lowest of the compared OMol25 structures with the same formula, charge and spin is 73.7 kcal per mole. Its net charge is -1. Its SMILES is [O-]CNCCO. The value obtained for the molar mass is 90.10 g mol⁻¹. For the LUMO energy, the calculation gives 3.88 eV.